No. 1
{"formula": "C4H5FO2S", "method": "ωB97M-V/def2-TZVPD", "elements": ["C", "C", "C", "C", "O", "O", "F", "S", "H", "H", "H", "H", "H"], "xyz": [[-1.015, -0.727, -0.038], [-1.203, 0.506, -0.516], [0.130, -1.124, 0.731], [-0.198, 1.478, -0.295], [2.592, -0.484, 0.624], [1.150, 0.608, -1.072], [0.222, 1.648, 0.961], [1.558, -0.692, -0.378], [-1.731, -1.584, -0.438], [-2.063, 0.672, -1.178], [0.525, -0.595, 1.483], [0.081, -2.195, 1.025], [-0.047, 2.490, -0.909]], "fmax_ev_per_a": 4.32, "homo_ev": [-8.732, -8.732]}



No. 2
{"formula": "C22H52Cl2OP2Ti", "method": "ωB97M-V/def2-TZVPD", "elements": ["Ti", "Cl", "P", "C", "C", "C", "C", "H", "C", "H", "H", "H", "H", "H", "H", "H", "C", "C", "H", "H", "H", "H", "H", "H", "C", "H", "C", "H", "H", "H", "H", "H", "H", "Cl", "H", "P", "C", "C", "C", "C", "H", "C", "H", "H", "H", "H", "H", "H", "H", "C", "C", "H", "H", "H", "H", "H", "H", "C", "H", "C", "H", "H", "H", "H", "H", "H", "C", "C", "C", "C", "O", "H", "H", "H", "H", "H", "H", "H", "H", "H"], "xyz": [[0.103, -0.036, 0.032], [0.473, -0.048, -2.387], [-0.342, -2.401, -0.229], [0.949, -3.196, -1.287], [-0.390, -3.417, 1.306], [-1.904, -2.599, -1.184], [2.359, -2.619, -1.178], [0.586, -2.950, -2.321], [1.015, -4.707, -1.143], [1.613, -5.002, -0.259], [1.531, -5.133, -2.031], [0.033, -5.195, -1.076], [2.462, -1.681, -1.765], [3.089, -3.345, -1.570], [2.632, -2.386, -0.134], [-1.620, -2.084, -2.140], [-3.112, -1.863, -0.616], [-2.267, -4.051, -1.517], [-1.621, -4.470, -2.301], [-3.308, -4.076, -1.903], [-2.230, -4.691, -0.627], [-2.834, -1.073, 0.100], [-3.819, -2.556, -0.115], [-3.666, -1.372, -1.448], [0.849, -3.260, 2.127], [-0.401, -4.459, 0.915], [-1.647, -3.243, 2.158], [1.758, -3.675, 1.644], [0.751, -3.742, 3.115], [1.066, -2.185, 2.314], [-1.890, -2.175, 2.319], [-1.478, -3.700, 3.147], [-2.525, -3.744, 1.707], [-0.506, 0.064, 2.281], [-1.440, 0.271, -0.640], [0.402, 2.394, -0.176], [-0.463, 3.151, -1.615], [-0.001, 3.457, 1.258], [2.213, 2.558, -0.591], [-1.832, 2.566, -1.952], [0.215, 2.888, -2.471], [-0.572, 4.669, -1.536], [-1.416, 4.978, -0.891], [-0.784, 5.068, -2.553], [0.341, 5.166, -1.179], [-1.741, 1.582, -2.453], [-2.364, 3.244, -2.642], [-2.460, 2.434, -1.053], [2.233, 2.026, -1.581], [3.157, 1.858, 0.305], [2.677, 4.001, -0.827], [2.294, 4.420, -1.769], [3.784, 4.005, -0.895], [2.398, 4.658, 0.006], [2.637, 1.148, 1.006], [3.775, 2.542, 0.939], [3.874, 1.221, -0.264], [-1.479, 3.325, 1.634], [0.159, 4.485, 0.872], [0.898, 3.292, 2.476], [-2.134, 3.925, 0.977], [-1.631, 3.676, 2.667], [-1.810, 2.268, 1.583], [0.931, 2.236, 2.825], [0.498, 3.898, 3.312], [1.929, 3.633, 2.283], [3.676, -1.959, 2.456], [2.819, -0.716, 2.437], [2.030, -0.523, 3.784], [3.944, 0.387, 2.603], [1.975, -0.603, 1.192], [4.424, -1.922, 3.262], [4.196, -2.121, 1.536], [3.148, -2.905, 2.771], [2.750, -0.622, 4.616], [1.605, 0.469, 3.889], [1.264, -1.252, 4.034], [4.666, 0.360, 1.799], [3.589, 1.379, 2.822], [4.551, 0.164, 3.520]], "fmax_ev_per_a": 3.40, "homo_ev": -8.372}